This record from the OMol25 dataset describes a single C3H6OS2 molecule. The level of theory is ωB97M-V/def2-TZVPD.

ORCA input file:
```
! wB97M-V def2-TZVPD RIJCOSX def2/J DEFGRID3
* xyz 0 1
C -0.5409 1.5475 0.1519
H -1.2803 2.4144 -0.1459
H -0.0283 1.7163 1.1177
S -1.7875 0.1313 0.3646
C -0.6559 -1.3010 0.3489
H -0.5472 -1.8400 -0.6536
C 1.3142 -0.2454 -0.4629
H 1.4314 -1.0596 -1.2729
O 0.6617 -0.7228 0.6755
H -1.1931 -1.9099 1.2956
S 0.3532 1.1425 -1.3249
H 2.2727 0.1268 -0.0940
*
```

The relative energy (zero: lowest compared OMol25 entry of this formula, charge and spin) is 209.1 kJ/mol. For the HOMO-LUMO gap, the calculation gives 0.331 Eh. Its max |F| is 3.759 eV/A. As for the SMILES: C1OCSCS1.